{
  "formula": "C20H42NO19S5",
  "method": "ωB97M-V/def2-TZVPD",
  "symbols": ["N", "O", "O", "O", "C", "C", "O", "S", "O", "O", "O", "H", "H", "H", "H", "O", "S", "O", "O", "C", "C", "C", "H", "H", "H", "H", "H", "H", "H", "H", "O", "S", "O", "O", "C", "C", "C", "H", "H", "H", "H", "H", "H", "H", "H", "O", "S", "O", "O", "C", "C", "C", "H", "H", "H", "H", "H", "H", "H", "H", "O", "S", "O", "O", "C", "C", "C", "H", "H", "H", "H", "H", "H", "H", "H", "C", "C", "C", "C", "C", "C", "H", "H", "H", "H", "H", "H"],
  "xyz": [[25.711308, -26.173258, 28.773396], [25.941504, -25.057702, 29.365129], [24.583288, -26.345615, 28.147358], [26.557259, -27.104501, 28.820105], [23.820265, -22.453702, 28.647271], [22.956279, -23.434276, 27.814778], [21.979171, -22.619242, 27.130926], [22.175207, -21.095951, 27.486031], [21.343464, -20.809558, 28.568675], [22.169413, -20.340433, 26.332784], [23.666996, -21.199418, 28.002851], [24.871338, -22.700194, 28.554219], [23.547892, -22.437943, 29.694046], [22.486884, -24.141486, 28.503847], [23.525861, -24.000900, 27.086563], [28.854655, -25.330429, 27.824165], [28.850071, -24.868386, 26.494373], [29.793005, -23.846308, 26.151475], [29.150966, -26.091664, 25.565390], [28.302566, -27.282810, 25.770638], [29.163905, -28.532145, 25.518750], [27.233578, -24.377357, 26.048567], [27.492568, -27.242260, 25.015893], [27.819364, -27.235232, 26.752715], [29.675189, -28.520941, 24.558810], [28.636354, -29.456130, 25.715417], [29.965605, -28.453752, 26.278247], [26.936217, -23.649471, 26.785088], [26.636353, -25.280776, 25.979898], [27.295138, -23.857451, 25.093253], [19.109835, -28.825119, 27.571811], [19.452166, -28.056849, 28.719840], [19.034064, -26.708904, 28.760730], [18.883295, -28.742470, 30.024609], [19.254775, -30.104037, 30.356726], [18.781711, -31.137136, 29.339309], [21.194620, -28.111492, 28.948611], [18.662462, -30.258482, 31.258009], [20.316993, -30.208520, 30.582230], [18.703646, -32.139428, 29.766170], [19.319705, -31.145124, 28.400621], [17.732701, -30.894102, 29.111143], [21.463997, -29.140799, 29.144295], [21.386474, -27.478626, 29.803899], [21.565480, -27.765970, 28.007976], [26.709412, -27.753823, 32.061319], [25.960232, -28.883706, 32.306775], [26.527162, -30.123820, 32.701792], [24.932253, -28.470521, 33.447939], [24.299919, -29.568297, 34.173190], [23.146181, -28.993538, 34.956044], [24.824005, -29.167701, 31.011825], [25.026850, -30.066173, 34.811589], [23.938076, -30.301472, 33.440781], [23.238277, -29.242847, 36.008325], [22.200915, -29.254764, 34.492417], [23.198133, -27.902431, 34.919302], [23.906326, -29.557016, 31.459204], [25.226046, -29.932186, 30.356660], [24.608348, -28.232645, 30.506270], [19.931102, -22.602518, 32.243647], [20.796491, -23.149876, 31.303177], [21.871173, -22.362277, 30.828528], [21.387704, -24.491430, 31.836474], [22.893553, -24.694645, 31.554788], [23.272829, -25.994691, 32.219836], [19.816410, -23.702038, 29.931689], [23.349285, -23.825732, 32.013384], [23.064747, -24.770145, 30.479789], [24.316422, -26.212298, 31.949022], [22.701361, -26.877256, 31.887553], [23.157697, -26.065264, 33.302215], [20.293473, -23.252558, 29.069349], [18.771612, -23.462579, 30.031648], [19.929495, -24.781915, 29.898443], [26.071237, -30.010259, 23.463199], [25.590326, -28.729016, 23.148893], [24.978621, -27.960433, 24.162311], [24.836395, -28.500073, 25.424151], [25.424218, -29.740414, 25.760807], [26.045336, -30.490964, 24.764569], [26.557768, -30.620466, 22.704892], [25.582989, -28.391410, 22.117623], [24.603087, -26.967931, 23.924088], [24.406896, -27.916514, 26.224821], [25.290318, -30.012526, 26.802812], [26.410488, -31.498655, 24.941454]],
  "forces_ev_per_a": [[-0.02, 0.51, 0.52], [-0.73, -1.94, -1.22], [1.56, 0.30, 0.90], [-1.35, 1.10, -0.25], [0.94, -1.07, -0.38], [0.35, -0.10, 0.85], [0.18, -0.61, -0.16], [1.28, -1.73, 1.52], [-1.56, 0.83, 1.34], [-0.18, 1.84, -2.74], [-0.30, 0.57, -0.34], [0.08, -0.21, 0.08], [-0.18, 0.29, -0.13], [-0.27, 0.10, -0.36], [0.02, 0.09, -0.13], [-0.32, -0.44, 1.38], [1.17, 0.82, 0.15], [-0.21, -0.03, -0.58], [-0.38, -0.84, -0.65], [-0.47, -0.38, -1.18], [0.86, 1.28, 1.55], [0.35, 0.20, -0.75], [0.41, 0.15, 0.27], [0.44, -0.23, 0.04], [-0.38, -0.01, -0.21], [-0.30, -0.04, -0.23], [-0.18, -0.30, -0.30], [-0.41, -0.13, 0.47], [-0.44, 0.19, 0.27], [-0.02, -0.22, -0.12], [-0.08, -0.61, -0.35], [0.38, -0.35, -0.44], [-0.45, 1.03, 0.43], [0.30, -0.09, 0.16], [-0.81, -0.70, -0.04], [-1.09, 0.26, 0.00], [-1.01, -0.38, 0.51], [0.36, -0.02, 0.17], [-0.02, 0.33, 0.03], [0.53, 0.08, 0.16], [0.21, -0.04, 0.00], [0.29, 0.08, -0.16], [0.34, -0.12, -0.12], [0.45, 0.24, -0.01], [0.70, 0.34, -0.35], [2.00, 2.60, -0.57], [-2.18, -1.76, 0.68], [0.64, -0.88, 0.07], [-0.25, -0.31, 0.79], [0.05, 0.08, -0.53], [0.20, 0.82, -0.04], [-0.54, -0.34, -0.28], [0.15, 0.15, -0.14], [0.18, 0.04, 0.16], [-0.45, -0.32, 0.04], [-0.24, -0.22, 0.38], [0.08, -0.05, -0.03], [0.09, -0.01, -0.05], [0.15, 0.17, -0.26], [0.16, 0.03, -0.23], [-1.80, 0.88, 2.50], [-0.16, -0.81, -1.95], [0.99, 0.72, -0.21], [1.67, -0.78, -0.02], [-1.56, -0.63, 0.94], [0.23, -0.87, -0.12], [0.87, -0.53, -0.05], [0.36, -0.10, -0.25], [-0.09, 0.27, 0.14], [-0.15, 0.20, 0.24], [-0.06, 0.49, -0.43], [0.19, 0.67, 0.01], [-0.31, 0.08, -0.33], [-0.16, 0.34, 0.12], [-0.13, -0.03, -0.21], [0.35, 0.75, -0.36], [-0.47, -0.51, 0.68], [0.19, -0.54, -1.05], [0.98, -0.32, 0.58], [-0.77, 0.93, -0.49], [-0.62, -0.15, 0.38], [-0.22, 0.14, -0.02], [0.24, 0.11, 0.14], [-0.04, -0.17, 0.11], [-0.13, 0.12, 0.08], [0.38, -0.46, -0.19], [0.13, 0.20, 0.22]],
  "fmax_ev_per_a": 3.33,
  "e_lumo_ev": 1.6,
  "charge": -1
}